1.
# C16H10Cl2MnN2O7S2

C16H10Cl2MnN2O7S2 as an isolated structure (ωB97M-V with the def2-TZVPD basis set, OMol25).

```
40
C16H10Cl2MnN2O7S2 (ωB97M-V with the def2-TZVPD basis set)
Mn 0.10 0.42 -0.84
O 0.04 0.55 3.89
C 0.19 0.57 2.57
O 0.67 -0.37 1.92
C -0.25 1.81 1.93
C -0.62 2.90 2.67
C -0.96 4.04 2.02
C -0.85 4.15 0.65
C -0.54 3.00 -0.09
N -0.29 1.81 0.60
C -0.46 3.01 -1.56
O -0.80 4.03 -2.16
O 0.02 1.92 -2.04
H 0.43 -0.27 4.28
H -0.49 2.84 3.74
H -1.18 4.84 2.74
H -1.16 5.06 0.12
O 3.25 0.12 -0.87
C 2.12 -0.03 -0.95
Cl 5.33 2.19 2.70
C 4.65 3.62 1.88
Cl 5.92 4.64 0.97
H 4.24 4.21 2.64
H 3.84 3.32 1.18
O 0.83 -1.70 -3.03
S -0.59 -1.82 -2.92
O -1.38 -1.46 -4.07
N -1.05 -1.02 -1.52
C -1.81 -1.83 -0.68
S -2.45 -1.22 0.72
C -1.84 -3.20 -1.14
C -2.10 -4.33 -0.35
C -2.05 -5.60 -0.99
C -1.51 -5.81 -2.23
C -1.20 -4.67 -3.01
C -1.28 -3.41 -2.40
H -2.40 -4.27 0.65
H -2.39 -6.49 -0.39
H -1.16 -6.78 -2.58
H -0.83 -4.80 -4.05
```

The orbital gap (spin up / spin down) comes out at 7.54 / 7.30 eV. The relative energy (zero: lowest compared OMol25 entry of this formula, charge and spin) comes out at 48.3 kJ/mol. Its total energy is -4119.70933 a.u. The spin multiplicity is 6. For the HOMO energy (spin up / spin down), the calculation gives -8.78 / -8.79 eV.



2.
# C16H10Cl5FeNO3S2

C16H10Cl5FeNO3S2 as an isolated structure (ωB97M-V with the def2-TZVPD basis set, OMol25).

```
38
C16H10Cl5FeNO3S2 (ωB97M-V with the def2-TZVPD basis set)
Fe -0.55 -0.12 -0.13
Cl 2.64 -4.61 -5.12
C 2.13 -3.36 -4.05
C 0.85 -3.37 -3.50
Cl -0.24 -4.64 -3.89
C 0.45 -2.36 -2.64
Cl -1.14 -2.32 -1.97
C 1.29 -1.28 -2.28
O 0.94 -0.35 -1.48
C 2.58 -1.30 -2.86
Cl 3.64 0.00 -2.44
C 2.99 -2.31 -3.72
Cl 4.58 -2.27 -4.40
O 1.14 -1.82 3.20
C 0.83 -1.15 2.23
O -0.15 -1.35 1.42
C 1.68 0.09 1.93
C 2.81 0.39 2.68
C 3.55 1.50 2.35
C 3.16 2.28 1.27
C 2.02 1.91 0.57
N 1.30 0.85 0.90
H 3.06 -0.27 3.50
H 4.44 1.76 2.91
H 3.72 3.15 0.97
H 1.67 2.48 -0.28
C -5.27 0.64 0.72
C -3.78 0.79 0.55
S -3.02 -0.30 -0.49
C -3.09 1.81 1.24
C -3.83 2.74 2.17
S -1.43 2.04 1.09
H -5.63 -0.21 0.13
H -5.81 1.53 0.39
H -5.54 0.47 1.76
H -4.91 2.64 2.12
H -3.57 3.77 1.94
H -3.52 2.55 3.20
```

The orbital gap (spin up / spin down) comes out at 7.13 / 6.53 eV. The relative energy (zero: lowest compared OMol25 entry of this formula, charge and spin) comes out at 15.4 kJ/mol. Its total energy is -5257.41064 a.u. As for the charge: -1. The spin multiplicity is 6. For the HOMO energy (spin up / spin down), the calculation gives -4.62 / -5.28 eV.



3.
# C16H11BCl4N2O2

One molecule with the formula C16H11BCl4N2O2 (ωB97M-V with the def2-TZVPD basis set, OMol25).

```
36
C16H11BCl4N2O2 (ωB97M-V with the def2-TZVPD basis set)
Cl -0.22 -4.16 -3.28
B -0.78 -2.35 -3.31
Cl 0.51 -1.30 -4.26
Cl -2.49 -2.26 -4.01
O -0.79 -1.94 -1.85
C -0.46 -0.68 -1.38
C 1.11 -0.38 -1.42
C 1.34 0.93 -1.82
C 2.64 1.44 -1.80
C 3.70 0.65 -1.32
Cl 5.32 1.27 -1.42
C 3.44 -0.68 -0.95
C 2.14 -1.22 -1.00
H -0.86 0.19 -1.93
H 0.47 1.51 -2.08
H 2.83 2.40 -2.25
H 4.33 -1.25 -0.68
H 1.98 -2.23 -0.63
O -0.48 -2.18 1.07
C -0.93 -1.05 1.11
C -1.00 -0.08 2.21
C -1.25 1.23 1.74
C -1.36 2.28 2.64
C -1.25 2.00 4.02
C -0.87 0.73 4.46
C -0.62 -0.29 3.52
C -1.50 1.22 0.27
C -1.30 -0.33 -0.18
N -2.85 -0.87 -0.36
N -3.59 -1.27 -1.12
H -1.61 3.27 2.28
H -1.39 2.80 4.75
H -0.78 0.52 5.55
H -0.23 -1.28 3.81
H -2.47 1.63 -0.10
H -0.71 1.73 -0.28
```

The orbital gap comes out at 5.81 eV. The relative energy (zero: lowest compared OMol25 entry of this formula, charge and spin) comes out at 112.2 kJ/mol. Its total energy is -2741.94746 a.u. For the HOMO energy, the calculation gives -9.00 eV.



4.
# C16H11BF10N2O5RuS

C16H11BF10N2O5RuS as an isolated structure (ωB97M-V with the def2-TZVPD basis set, OMol25).

```
47
C16H11BF10N2O5RuS (ωB97M-V with the def2-TZVPD basis set)
Ru 1.01 -0.61 -0.27
S 2.32 -1.77 1.34
C 1.69 -3.08 0.39
C 1.85 -4.46 0.51
C 1.23 -5.28 -0.42
C 0.47 -4.73 -1.45
C 0.34 -3.36 -1.52
N 0.94 -2.58 -0.62
H 2.45 -4.86 1.31
H 1.35 -6.35 -0.35
H -0.02 -5.35 -2.19
H -0.23 -2.84 -2.28
O 0.86 1.34 0.86
C -0.09 0.79 1.45
O -0.45 -0.39 1.12
C -0.81 1.45 2.57
C -0.16 2.41 3.33
C -0.81 3.04 4.38
C -2.13 2.72 4.67
C -2.76 1.77 3.89
C -2.13 1.12 2.84
N -4.16 1.43 4.19
O -4.70 2.04 5.10
O -4.75 0.72 3.40
H 0.87 2.66 3.09
H -0.30 3.78 4.98
H -2.67 3.19 5.48
H -2.64 0.37 2.26
F 4.32 -1.87 -2.36
B 4.10 -0.54 -2.04
F 2.72 -0.46 -1.46
F 4.96 -0.08 -1.07
F 4.07 0.28 -3.15
C 0.74 2.09 -2.30
C -0.35 1.05 -2.47
O -0.08 -0.15 -1.86
C -0.48 0.70 -3.98
F -0.83 1.77 -4.73
F -1.40 -0.25 -4.21
F 0.68 0.26 -4.45
C -1.70 1.61 -1.95
F -2.05 2.76 -2.56
F -1.62 1.88 -0.64
F -2.72 0.76 -2.11
H 1.69 1.67 -2.64
H 0.83 2.34 -1.24
H 0.53 3.00 -2.86
```

The orbital gap (spin up / spin down) comes out at 6.85 / 7.08 eV. The relative energy (zero: lowest compared OMol25 entry of this formula, charge and spin) comes out at 12.3 kJ/mol. Its total energy is -2618.96962 a.u. As for the charge: -1. The spin multiplicity is 2. For the HOMO energy (spin up / spin down), the calculation gives -5.61 / -5.84 eV.



5.
# C16H11BrClN2O8P

A 3-piece molecular cluster, C16H11BrClN2O8P overall (ωB97M-V with the def2-TZVPD basis set, OMol25).

```
40
C16H11BrClN2O8P (ωB97M-V with the def2-TZVPD basis set)
O 1.55 4.92 2.52
C 0.97 5.43 1.43
O -0.30 6.23 1.30
C -1.07 5.41 0.30
O -2.28 4.85 0.40
C 0.06 5.37 -0.91
P -0.24 5.32 -2.80
O 0.78 6.43 -3.67
Cl 0.29 3.30 -3.36
C 1.38 5.35 -0.17
Br 3.19 5.27 -1.06
H 1.71 6.48 -3.29
O 2.79 2.50 -1.96
N 1.98 1.85 -1.28
O 1.03 2.35 -0.66
C 2.16 0.40 -1.20
C 3.24 -0.21 -1.85
C 3.42 -1.59 -1.75
C 2.52 -2.36 -1.01
C 1.44 -1.75 -0.36
C 1.25 -0.37 -0.45
H 3.94 0.38 -2.44
H 4.26 -2.06 -2.26
H 2.67 -3.43 -0.93
H 0.75 -2.36 0.22
H 0.41 0.08 0.06
O 0.27 -3.17 1.78
N -0.53 -3.74 1.01
O -0.26 -4.11 -0.14
C -1.89 -3.99 1.51
C -2.25 -3.56 2.79
C -3.55 -3.78 3.25
C -4.48 -4.43 2.43
C -4.11 -4.87 1.16
C -2.81 -4.65 0.69
H -1.54 -3.06 3.44
H -3.85 -3.45 4.24
H -5.49 -4.60 2.79
H -4.84 -5.38 0.52
H -2.54 -5.00 -0.31
```

The orbital gap comes out at 7.82 eV. Its total energy is -4702.93892 a.u. The SMILES is O=C1OC(=O)C(P(O)Cl)=C1Br.O=[N+]([O-])c1ccccc1.O=[N+]([O-])c1ccccc1. For the HOMO energy, the calculation gives -9.56 eV.



6.
# C16H11Cl2F6N3SbTc

C16H11Cl2F6N3SbTc as an isolated structure (ωB97M-V with the def2-TZVPD basis set, OMol25).

```
40
C16H11Cl2F6N3SbTc (ωB97M-V with the def2-TZVPD basis set)
Tc 0.09 -0.47 -2.26
C 3.85 0.52 -0.50
C 3.63 0.37 0.86
C 2.37 0.00 1.31
C 1.35 -0.20 0.39
N 1.59 -0.08 -0.93
C 2.80 0.28 -1.37
C -1.05 0.25 0.35
C -1.90 0.87 1.25
C -2.99 1.59 0.78
C -3.23 1.63 -0.59
C -2.35 0.97 -1.43
N -1.29 0.31 -0.97
H 4.80 0.84 -0.89
H 4.43 0.55 1.57
H 2.16 -0.11 2.36
H 2.92 0.42 -2.44
H -1.68 0.81 2.31
H -3.63 2.12 1.47
H -4.05 2.19 -1.01
H -2.50 0.99 -2.51
Cl -0.23 -2.54 -1.35
C -0.52 -2.82 0.35
C -0.97 -4.08 0.74
C -1.24 -4.31 2.08
C -1.01 -3.32 3.02
C -0.53 -2.07 2.63
Cl -0.20 -0.87 3.81
C -0.30 -1.80 1.27
N 0.05 -0.49 0.82
H -1.12 -4.86 0.01
H -1.62 -5.27 2.39
H -1.21 -3.51 4.06
F 0.39 1.15 -3.19
Sb 0.55 3.49 -2.51
F 0.81 3.67 -4.36
F 2.38 3.01 -2.28
F 0.45 5.11 -1.61
F 0.33 2.43 -0.86
F -1.33 3.22 -2.74
```

The orbital gap (spin up / spin down) comes out at 7.06 / 6.41 eV. Its total energy is -2620.67291 a.u. As for the charge: +2. The spin multiplicity is 3. For the HOMO energy (spin up / spin down), the calculation gives -15.75 / -15.77 eV.



7.
# C16H11N6O12S4Tc

C16H11N6O12S4Tc as an isolated structure (ωB97M-V with the def2-TZVPD basis set, OMol25).

```
50
C16H11N6O12S4Tc (ωB97M-V with the def2-TZVPD basis set)
Tc 1.18 2.36 -0.35
O 3.82 4.64 -1.57
S 3.59 3.47 -0.79
O 4.71 2.82 -0.20
O 2.71 2.43 -1.59
O 2.48 3.74 0.29
O -1.95 4.63 -1.60
C -1.31 3.63 -1.39
O 0.00 3.65 -1.31
C -2.02 2.31 -1.20
C -3.40 2.37 -1.19
C -4.15 1.22 -1.01
C -3.55 -0.01 -0.87
C -2.18 -0.08 -0.91
C -1.35 1.07 -1.04
O -0.06 0.95 -0.98
N -1.61 -1.43 -0.79
O -2.26 -2.25 -0.16
O -0.53 -1.65 -1.28
N -5.61 1.31 -0.98
O -6.24 0.27 -0.84
O -6.12 2.41 -1.11
H -3.87 3.34 -1.31
H -4.14 -0.91 -0.73
N 0.81 3.36 3.17
C 0.20 3.65 2.01
N -0.06 4.92 1.67
O -0.16 2.71 1.25
H 1.27 4.08 3.70
H 1.15 2.41 3.25
H 0.46 5.67 2.09
H -0.35 5.06 0.71
S 2.92 -3.54 -2.61
C 2.63 -2.54 -1.33
S 2.94 -0.83 -1.36
C 2.28 -0.68 0.24
N 1.86 -1.79 0.74
N 2.08 -2.83 -0.13
C 1.60 -4.11 0.28
C 0.32 -4.20 0.81
C -0.15 -5.43 1.23
C 0.65 -6.56 1.12
C 1.92 -6.45 0.59
C 2.41 -5.23 0.17
S 2.30 0.82 1.12
H -0.30 -3.31 0.87
H -1.15 -5.51 1.63
H 0.27 -7.52 1.45
H 2.55 -7.33 0.51
H 3.40 -5.13 -0.25
```

The orbital gap (spin up / spin down) comes out at 7.14 / 6.61 eV. The relative energy (zero: lowest compared OMol25 entry of this formula, charge and spin) comes out at 49.6 kJ/mol. Its total energy is -3521.37640 a.u. As for the charge: -1. The spin multiplicity is 4. For the HOMO energy (spin up / spin down), the calculation gives -5.53 / -5.57 eV.



8.
# C16H12BrClCrIN3O11P2

C16H12BrClCrIN3O11P2 as an isolated structure (ωB97M-V with the def2-TZVPD basis set, OMol25).

```
48
C16H12BrClCrIN3O11P2 (ωB97M-V with the def2-TZVPD basis set)
Cr 1.56 1.40 0.15
O -0.22 3.94 2.16
P 1.18 4.33 1.47
O 1.77 5.49 2.15
O 1.99 3.04 1.34
O 0.75 4.76 -0.04
P 0.19 3.89 -1.27
O -1.32 3.51 -0.79
O 0.15 4.74 -2.48
O 0.91 2.56 -1.29
H -0.48 3.03 1.91
H -1.86 4.31 -0.80
O -3.55 -1.51 2.59
C -3.41 -2.23 1.50
O -4.03 -3.25 1.31
C -2.43 -1.73 0.48
C -2.21 -2.32 -0.75
Cl -2.88 -3.74 -1.42
N -1.27 -1.60 -1.40
N -0.84 -0.58 -0.64
C -1.53 -0.63 0.48
C -1.31 0.47 1.49
O -2.05 0.48 2.50
O -0.41 1.30 1.25
C -0.78 -1.74 -2.73
C 0.58 -1.62 -2.95
C 1.07 -1.68 -4.24
C 0.20 -1.88 -5.31
C -1.17 -1.99 -5.08
C -1.67 -1.90 -3.79
H -2.95 -0.66 2.57
H 1.25 -1.43 -2.12
H 2.13 -1.56 -4.40
H 0.58 -1.93 -6.32
H -1.85 -2.11 -5.91
H -2.73 -1.94 -3.60
I 3.60 -0.03 -1.35
Br 2.23 -2.53 5.67
C 2.14 -1.45 4.11
C 2.28 -2.04 2.87
C 2.21 -1.22 1.76
N 2.02 0.10 1.85
C 1.89 0.65 3.06
C 1.95 -0.09 4.23
H 2.43 -3.11 2.75
H 2.33 -1.61 0.76
H 1.73 1.72 3.06
H 1.84 0.39 5.18
```

The orbital gap (spin up / spin down) comes out at 6.03 / 6.98 eV. The relative energy (zero: lowest compared OMol25 entry of this formula, charge and spin) comes out at 24.0 kJ/mol. Its total energy is -6668.52482 a.u. As for the charge: -2. The spin multiplicity is 5. For the HOMO energy (spin up / spin down), the calculation gives -2.43 / -3.38 eV.



9.
# C16H12CuN3STe

C16H12CuN3STe as an isolated structure (ωB97M-V with the def2-TZVPD basis set, OMol25).

```
34
C16H12CuN3STe (ωB97M-V with the def2-TZVPD basis set)
Cu 0.30 2.58 1.97
Te 0.69 4.90 2.61
C 1.31 4.82 4.58
C 1.42 6.19 5.00
C 1.85 6.32 6.30
C 2.13 5.17 6.95
S 1.79 3.73 6.01
H 1.38 7.08 4.34
H 1.86 7.29 6.76
H 2.45 5.14 7.96
N -0.68 -1.70 -3.23
C -1.00 -2.98 -3.81
C -1.48 -3.30 -5.02
C -1.51 -4.68 -5.31
C -1.22 -5.64 -4.27
C -0.89 -5.24 -2.96
C -0.65 -3.90 -2.73
N -0.32 -3.28 -1.62
C -0.39 -1.96 -1.90
C -0.20 -0.95 -0.93
C -0.27 0.40 -1.27
C -0.05 1.32 -0.25
N 0.16 0.99 1.01
C 0.18 -0.30 1.38
C -0.01 -1.27 0.40
H -1.01 -0.82 -3.54
H -1.54 -2.57 -5.82
H -1.88 -5.04 -6.31
H -1.45 -6.67 -4.52
H -0.78 -5.96 -2.17
H -0.44 0.81 -2.26
H -0.14 2.40 -0.45
H 0.36 -0.57 2.41
H 0.04 -2.29 0.69
```

The orbital gap comes out at 5.21 eV. Its total energy is -3087.82124 a.u. For the HOMO energy, the calculation gives -6.38 eV.



10.
# C16H12HgN2O6

C16H12HgN2O6 as an isolated structure (ωB97M-V with the def2-TZVPD basis set, OMol25).

```
37
C16H12HgN2O6 (ωB97M-V with the def2-TZVPD basis set)
O 0.05 -0.06 -6.85
C 0.05 -0.05 -5.69
Hg 0.06 -0.02 -3.31
O 2.20 -2.81 -3.25
C 1.51 -1.91 -3.24
C -1.41 1.81 -3.22
O -2.11 2.70 -3.26
C -1.81 -1.51 -3.23
O -2.70 -2.22 -3.25
C 1.92 1.40 -3.23
O 2.81 2.10 -3.26
C 0.28 1.35 3.24
N 0.20 1.37 1.81
N 0.08 0.23 1.10
C 0.11 0.50 -0.22
O -0.05 -0.51 -0.95
C 0.35 1.94 -0.34
C 0.40 2.42 0.99
C 0.62 3.79 1.50
C -0.18 -1.12 1.47
C -1.07 -1.42 2.50
C -1.33 -2.75 2.87
C -0.77 -3.82 2.16
C 0.07 -3.54 1.06
C 0.36 -2.21 0.72
H -0.56 1.94 3.61
H 1.21 1.83 3.53
H 0.20 0.33 3.63
H 0.46 2.57 -1.21
H -0.26 4.16 2.07
H 1.55 3.86 2.10
H 0.73 4.42 0.61
H -1.54 -0.58 3.03
H -1.99 -2.94 3.72
H -0.97 -4.85 2.46
H 0.52 -4.36 0.49
H 1.00 -2.03 -0.15
```

The orbital gap comes out at 6.71 eV. The relative energy (zero: lowest compared OMol25 entry of this formula, charge and spin) comes out at 62.3 kJ/mol. Its total energy is -1330.56076 a.u. As for the charge: +2. For the HOMO energy, the calculation gives -14.05 eV.



11.
# C16H12N5O8

C16H12N5O8 as an isolated structure (ωB97M-V with the def2-TZVPD basis set, OMol25).

```
41
C16H12N5O8 (ωB97M-V with the def2-TZVPD basis set)
C -3.86 1.47 -1.35
C -3.15 0.65 -0.31
O -1.70 0.81 -0.49
C -0.97 1.04 0.63
C 0.52 0.99 0.38
C 1.35 1.57 1.48
C 1.07 1.27 2.83
C 2.03 1.47 3.83
C 3.27 2.03 3.51
C 3.52 2.44 2.19
C 2.56 2.24 1.20
O -1.51 1.25 1.71
H -4.77 0.95 -1.67
H -4.18 2.42 -0.90
H -3.23 1.69 -2.21
H -3.43 0.97 0.69
H -3.35 -0.42 -0.42
H 0.76 1.44 -0.58
H 0.11 0.83 3.10
H 1.81 1.15 4.86
H 4.05 2.13 4.27
H 4.49 2.90 1.92
H 2.76 2.54 0.17
O -1.55 -4.62 -3.32
N -0.86 -3.63 -3.20
C -0.53 -2.75 -2.20
C 0.48 -1.89 -2.68
N 0.75 -2.17 -3.99
O -0.06 -3.22 -4.30
C 1.12 -0.94 -1.77
N 2.25 -0.13 -2.18
O 2.82 -0.31 -3.28
O 2.67 0.74 -1.37
C 0.66 -0.82 -0.41
C -0.35 -1.74 -0.01
N -1.03 -1.84 1.21
O -0.89 -1.30 2.30
O -2.00 -2.83 1.05
N -1.95 -3.38 -0.22
C -0.96 -2.68 -0.85
H 1.28 -0.34 0.38
```

The orbital gap comes out at 6.09 eV. The relative energy (zero: lowest compared OMol25 entry of this formula, charge and spin) comes out at 0.0 kJ/mol. Its total energy is -1492.21600 a.u. As for the charge: -1. For the HOMO energy, the calculation gives -3.98 eV.